{"formula": "C3H7FN3", "method": "ωB97M-V/def2-TZVPD", "total_charge": 1, "e_above_lowest_ev": 1.606, "e_tot_ev": -10403.8414, "orbital_gap_ha": 0.44355, "elements": ["C", "C", "C", "N", "N", "N", "F", "H", "H", "H", "H", "H", "H", "H"], "positions_angstrom": [[0.6847, 0.9197, 0.6139], [-0.0798, -1.7395, -1.5567], [-1.5021, 1.1726, 1.8762], [0.8918, -1.0570, -1.9857], [-0.3326, 1.1980, 1.0831], [1.7157, 0.6597, -0.0585], [-0.6996, -2.6376, -2.3116], [-0.4720, -1.6935, -0.5483], [-2.0675, 2.0990, 1.7455], [-2.0794, 0.2282, 1.5519], [-1.1242, 1.0157, 2.9879], [1.1381, -1.1855, -2.9068], [1.3797, -0.1210, -0.8002], [2.5473, 1.1413, 0.3092]], "forces_ev_per_angstrom": [[-1.65, 0.99, 0.87], [0.65, -0.35, -1.31], [-0.14, -1.86, 2.17], [-1.75, 0.25, 3.97], [0.40, 0.00, -0.41], [0.25, -0.37, 0.07], [0.07, 0.39, 0.41], [-0.05, -0.03, 0.03], [0.04, -0.38, 0.12], [0.61, 1.69, 0.65], [-1.18, 0.45, -2.19], [0.78, -0.42, -2.67], [1.87, 0.53, -0.73], [0.09, -0.89, -0.99]]}